A molecular structure, C8H14AgF6O10PS2 in a non-equilibrium geometry, computed with ωB97M-V/def2-TZVPD.

## Properties
Highest occupied orbital energy   -10.54 eV
LUMO level   -2.63 eV
Multiplicity   1
Largest force on an atom   2.135 eV/Å

Positions of all 42 atoms, in Å:
Ag  3.64  0.31  2.63
P  1.29  1.03  0.53
F  2.90  0.56  0.40
F  1.88  2.51  0.87
F  1.32  1.44  -1.03
F  -0.18  1.56  0.75
F  0.86  -0.43  0.12
F  1.39  0.61  2.11
O  1.98  -2.84  1.67
C  1.38  -3.72  1.12
O  0.97  -4.82  1.77
C  0.04  -5.61  0.97
C  0.17  -5.07  -0.46
C  0.98  -3.77  -0.34
H  -0.94  -5.42  1.40
H  0.36  -6.64  1.06
H  -0.78  -4.90  -0.96
H  0.61  -5.84  -1.10
H  0.39  -2.89  -0.58
H  1.86  -3.83  -0.98
C  -0.08  -0.71  -3.10
C  -1.34  -0.64  -2.25
O  -2.20  -1.71  -2.71
S  -1.44  -2.66  -3.74
O  -1.80  -2.32  -5.06
O  -1.54  -4.00  -3.28
O  0.01  -2.12  -3.43
H  0.84  -0.55  -2.55
H  -0.19  -0.08  -3.98
H  -1.91  0.27  -2.41
H  -1.13  -0.83  -1.20
C  0.06  5.76  1.46
C  -1.20  4.91  1.52
O  -1.57  4.97  2.89
S  -1.34  6.45  3.41
O  -0.95  6.38  4.75
O  -2.42  7.29  3.05
O  -0.11  6.78  2.45
H  0.25  6.21  0.49
H  0.93  5.14  1.71
H  -0.99  3.90  1.16
H  -1.99  5.32  0.88